(1)
ORCA calculation (ωB97M-V with the def2-TZVPD basis set) on a single C5H8N2S molecule.

- Highest occupied orbital energy: -9.13 eV
- Structure (SMILES): C#C[C@H](C)/N=C/NS
- Total energy: -702.9009 Ha
- Energy relative to the best compared isomer or geometry (same formula, charge and spin): 81.0 kcal/mol
- Frontier orbital gap: 9.856 eV
- LUMO level: 0.73 eV

```
! wB97M-V def2-TZVPD RIJCOSX def2/J DEFGRID3
* xyz 0 1
C 1.558 -0.664 -2.873
C 0.491 -0.617 -2.279
C -0.722 -0.225 -1.539
C -1.339 1.028 -2.169
N -0.359 0.081 -0.147
C -0.526 -0.831 0.740
N -0.259 -0.636 2.078
S 0.633 0.766 2.641
H 2.615 -0.592 -3.334
H -1.443 -1.132 -1.603
H -2.260 1.323 -1.610
H -1.611 0.820 -3.254
H -0.709 1.930 -2.260
H -0.870 -1.879 0.530
H -0.062 -1.528 2.636
H 1.761 0.548 1.846
*
```

(2)
ORCA calculation (ωB97M-V with the def2-TZVPD basis set) on a single C5H8N2S molecule.

- Highest occupied orbital energy: -8.25 eV
- Structure (SMILES): CN[C@@H]1[C@@H]2C=NS[C@@H]21
- Total energy: -702.9551 Ha
- Energy relative to the best compared isomer or geometry (same formula, charge and spin): 47.0 kcal/mol
- Frontier orbital gap: 9.109 eV
- LUMO level: 0.86 eV

```
! wB97M-V def2-TZVPD RIJCOSX def2/J DEFGRID3
* xyz 0 1
C -2.721 0.252 -0.561
N -1.417 -0.386 -0.609
C -0.900 -0.634 0.682
C 0.033 0.409 1.281
C 0.568 1.452 0.347
N 1.348 1.131 -0.617
S 1.632 -0.571 -0.610
C 0.604 -0.915 0.816
H -3.105 0.376 -1.578
H -2.585 1.259 -0.149
H -3.491 -0.248 0.044
H -1.515 -1.260 -1.098
H -1.558 -1.081 1.465
H 0.002 0.747 2.294
H 0.301 2.490 0.507
H 0.807 -1.751 1.465
*
```

(3)
ORCA calculation (ωB97M-V with the def2-TZVPD basis set) on a single C5H8N2S molecule.

- Highest occupied orbital energy: -8.50 eV
- Structure (SMILES): C[C@H]1CN1/C=N\C=S
- Total energy: -702.9362 Ha
- Energy relative to the best compared isomer or geometry (same formula, charge and spin): 58.9 kcal/mol
- Frontier orbital gap: 8.809 eV
- LUMO level: 0.31 eV

```
! wB97M-V def2-TZVPD RIJCOSX def2/J DEFGRID3
* xyz 0 1
C -0.222 -1.105 -1.582
C -0.608 0.047 -0.678
C -1.897 0.219 0.104
N -0.668 -0.097 0.710
C 0.073 0.588 1.660
N 1.323 0.736 1.691
C 2.324 0.335 0.881
S 2.743 1.100 -0.495
H -0.415 -2.139 -1.141
H -0.770 -0.953 -2.576
H 0.905 -1.048 -1.764
H -0.237 1.039 -1.031
H -2.684 -0.519 0.114
H -2.255 1.264 0.265
H -0.553 0.983 2.466
H 2.940 -0.448 1.375
*
```

(4)
ORCA calculation (ωB97M-V with the def2-TZVPD basis set) on a single C5H8N2S molecule.

- Highest occupied orbital energy: -8.39 eV
- Structure (SMILES): C/C=C(C=S)\N=C\N
- Total energy: -702.9719 Ha
- Energy relative to the best compared isomer or geometry (same formula, charge and spin): 36.5 kcal/mol
- Frontier orbital gap: 8.193 eV
- LUMO level: -0.20 eV

```
! wB97M-V def2-TZVPD RIJCOSX def2/J DEFGRID3
* xyz 0 1
C -2.065 -1.113 -0.029
C -0.597 -1.495 -0.079
C 0.428 -0.658 -0.249
C 1.784 -1.318 -0.094
S 3.269 -0.601 -0.113
N 0.279 0.642 -0.660
C 0.629 1.552 0.209
N 0.514 2.855 -0.116
H -2.631 -1.918 0.462
H -2.493 -1.021 -1.046
H -2.146 -0.130 0.488
H -0.262 -2.466 0.259
H 1.691 -2.382 0.093
H 0.891 1.339 1.252
H 0.139 3.164 -0.999
H 0.568 3.551 0.620
*
```

(5)
ORCA calculation (ωB97M-V with the def2-TZVPD basis set) on a single C5H8N2S molecule.

- Highest occupied orbital energy: -8.05 eV
- Structure (SMILES): C1CN2SCCC2=N1
- Total energy: -702.9708 Ha
- Energy relative to the best compared isomer or geometry (same formula, charge and spin): 37.2 kcal/mol
- Frontier orbital gap: 8.893 eV
- LUMO level: 0.85 eV

```
! wB97M-V def2-TZVPD RIJCOSX def2/J DEFGRID3
* xyz 0 1
C 1.504 -1.470 0.452
C 1.479 -0.143 1.041
N 0.753 0.647 0.069
S -0.226 1.984 0.530
C -1.776 1.416 -0.337
C -1.282 0.206 -1.267
C -0.022 -0.309 -0.556
N 0.282 -1.524 -0.376
H 2.360 -1.759 -0.166
H 1.392 -2.282 1.121
H 0.798 -0.265 1.959
H 2.406 0.292 1.376
H -2.251 2.189 -0.848
H -2.343 1.054 0.516
H -1.980 -0.700 -1.230
H -1.093 0.662 -2.284
*
```

(6)
ORCA calculation (ωB97M-V with the def2-TZVPD basis set) on a single C5H8N2Si molecule.

- Highest occupied orbital energy: -8.63 eV
- Structure (SMILES): N[SiH2]c1ccccn1
- Total energy: -594.2914 Ha
- Energy relative to the best compared isomer or geometry (same formula, charge and spin): 9.4 kcal/mol
- Frontier orbital gap: 9.392 eV
- LUMO level: 0.76 eV

```
! wB97M-V def2-TZVPD RIJCOSX def2/J DEFGRID3
* xyz 0 1
N 3.109 -0.660 0.375
Si 2.249 0.652 -0.183
C 0.155 0.145 -0.119
C -0.552 -1.031 -0.153
C -1.936 -1.047 -0.016
C -2.659 0.146 0.026
C -1.867 1.304 -0.048
N -0.539 1.291 -0.113
H 3.441 -0.614 1.304
H 2.650 -1.578 0.021
H 2.290 1.925 0.648
H 2.230 0.901 -1.597
H -0.194 -1.999 -0.423
H -2.362 -2.114 0.134
H -3.682 0.356 0.273
H -2.333 2.322 -0.128
*
```

(7)
ORCA calculation (ωB97M-V with the def2-TZVPD basis set) on an isolated ion of composition C5H8N3 and charge +1.

- Highest occupied orbital energy: -13.76 eV
- Total energy: -359.1651 Ha
- Energy relative to the best compared isomer or geometry (same formula, charge and spin): 119.0 kcal/mol
- Frontier orbital gap: 8.600 eV
- LUMO level: -5.16 eV

```
! wB97M-V def2-TZVPD RIJCOSX def2/J DEFGRID3
* xyz 1 1
C -1.085 1.336 -0.807
C 1.418 -1.153 -1.060
C -0.856 1.306 0.660
C 0.027 -0.999 0.777
C 0.380 0.479 0.669
N -0.056 1.044 -1.493
N 0.962 0.799 -0.711
N 0.648 -1.762 -0.275
H -2.009 1.615 -1.325
H 1.888 -1.533 -2.004
H -0.387 2.267 1.004
H -1.683 0.997 1.282
H 0.160 -1.474 1.758
H -1.007 -1.025 0.465
H 0.957 0.930 1.417
H 0.642 -2.827 -0.357
*
```

(8)
ORCA calculation (ωB97M-V with the def2-TZVPD basis set) on C5H8N3 as an isolated structure.

- Highest occupied orbital energy (alpha / beta): -14.37 / -14.37 eV
- Total energy: -359.1510 Ha
- Energy relative to the best compared isomer or geometry (same formula, charge and spin): 127.9 kcal/mol
- Frontier orbital gap (alpha / beta): 8.126 / 8.127 eV
- LUMO level (alpha / beta): -6.24 / -6.24 eV

```
! wB97M-V def2-TZVPD RIJCOSX def2/J DEFGRID3
* xyz 1 1
C -0.871 -1.916 -0.085
C 1.746 0.324 -1.035
C -2.021 -2.458 0.296
C 0.044 1.515 1.067
C -0.363 1.129 -0.284
N 0.212 -1.651 -0.552
N 2.909 0.459 -0.891
N 0.552 0.123 -0.829
H -2.582 -2.975 -0.371
H -2.235 -2.503 1.393
H 0.097 0.658 1.698
H 1.052 2.043 1.006
H -0.529 2.334 1.427
H -1.290 0.562 -0.238
H -0.574 1.790 -1.141
H 3.851 0.567 -1.462
*
```

(9)
ORCA calculation (ωB97M-V with the def2-TZVPD basis set) on an isolated ion of composition C5H8N3O and charge +1.

- Highest occupied orbital energy (alpha / beta): -13.39 / -13.49 eV
- Total energy: -434.3132 Ha
- Energy relative to the best compared isomer or geometry (same formula, charge and spin): 177.5 kcal/mol
- Frontier orbital gap (alpha / beta): 6.462 / 6.834 eV
- LUMO level (alpha / beta): -6.93 / -6.65 eV

```
! wB97M-V def2-TZVPD RIJCOSX def2/J DEFGRID3
* xyz 1 1
C 2.811 -0.944 0.054
C 0.996 0.524 0.225
C 1.786 1.727 -0.057
C -3.097 -1.322 -0.276
C 1.482 -0.744 0.356
N 3.899 -1.150 -0.232
N -0.404 0.793 0.325
N -1.778 -1.036 0.162
O -1.608 0.174 0.331
H 1.346 2.737 0.092
H 1.875 1.720 -1.210
H 2.774 1.611 0.283
H -2.831 -1.577 -1.343
H -3.793 -0.499 -0.157
H -3.537 -2.302 0.161
H 0.901 -1.504 0.847
H -0.822 1.793 0.441
*
```

(10)
ORCA calculation (ωB97M-V with the def2-TZVPD basis set) on an isolated ion of composition C5H8N3O and charge +1.

- Highest occupied orbital energy: -14.83 eV
- Structure (SMILES): O=CC1=N[N+]2(CC2)NC1
- Total energy: -434.4140 Ha
- Energy relative to the best compared isomer or geometry (same formula, charge and spin): 114.2 kcal/mol
- Frontier orbital gap: 10.027 eV
- LUMO level: -4.80 eV

```
! wB97M-V def2-TZVPD RIJCOSX def2/J DEFGRID3
* xyz 1 1
O 3.539 -0.600 0.309
C 2.804 0.252 -0.090
C 1.352 0.061 0.012
N 0.371 0.892 0.183
N -0.830 0.134 0.108
C -1.808 0.709 1.089
C -1.946 0.969 -0.360
N -0.663 -1.167 -0.394
C 0.809 -1.380 -0.272
H 3.153 1.160 -0.507
H -1.470 1.477 1.758
H -2.554 0.057 1.596
H -2.761 0.401 -0.721
H -1.383 1.836 -0.724
H -1.058 -1.134 -1.420
H 1.428 -1.675 -1.127
H 1.016 -1.993 0.561
*
```

(11)
ORCA calculation (ωB97M-V with the def2-TZVPD basis set) on an isolated ion of composition C5H8N3O3 and charge +1.

- Highest occupied orbital energy (alpha / beta): -10.48 / -14.12 eV
- Total energy: -584.8576 Ha
- Energy relative to the best compared isomer or geometry (same formula, charge and spin): 11.3 kcal/mol
- Frontier orbital gap (alpha / beta): 6.953 / 6.518 eV
- LUMO level (alpha / beta): -3.53 / -7.60 eV
- ⟨S²⟩: 2.021

```
! wB97M-V def2-TZVPD RIJCOSX def2/J DEFGRID3
* xyz 1 3
C -1.927 0.961 0.126
C -1.217 0.868 -0.987
C -1.360 1.239 1.470
C 0.577 -0.307 1.032
C 1.107 0.346 -0.367
N -0.297 0.522 1.902
N -0.248 -1.356 0.268
N 0.223 0.785 -1.237
O -1.732 2.166 2.172
O 1.694 -0.707 1.694
O 2.332 0.359 -0.678
H -3.090 1.176 -0.024
H -1.745 0.845 -2.032
H 0.005 0.929 2.728
H -1.205 -1.421 0.668
H 0.167 -2.267 0.083
H 1.642 -1.593 2.209
H 0.346 1.078 -2.215
H 2.594 0.616 -1.675
*
```

(12)
ORCA calculation (ωB97M-V with the def2-TZVPD basis set) on an isolated ion of composition C5H8N3O7 and charge +1.

- Highest occupied orbital energy: -14.24 eV
- Structure (SMILES): CCO/[N+](O)=c1\oc(=O)n(O)c(=O)n1O
- Total energy: -885.7663 Ha
- Frontier orbital gap: 9.849 eV
- LUMO level: -4.39 eV

```
! wB97M-V def2-TZVPD RIJCOSX def2/J DEFGRID3
* xyz 1 1
C 0.941 0.476 2.745
C 1.261 1.775 1.997
O 1.564 1.526 0.598
N 0.419 1.473 -0.196
O -0.318 2.617 -0.393
C 0.046 0.272 -0.600
O 0.885 -0.742 -0.526
C 0.897 -1.994 -1.191
O 1.828 -2.654 -1.334
N -0.387 -2.272 -1.570
O -0.603 -3.363 -2.373
C -1.477 -1.369 -1.576
O -2.579 -1.729 -1.958
N -1.217 -0.088 -1.024
O -2.175 0.873 -1.161
H 0.065 -0.066 2.366
H 1.688 -0.298 2.760
H 0.795 0.679 3.713
H 2.270 2.091 2.282
H 0.494 2.484 2.013
H 0.342 3.225 -0.755
H -1.641 -3.446 -2.341
H -3.099 0.531 -1.476
*
```

(13)
ORCA calculation (ωB97M-V with the def2-TZVPD basis set) on a single C5H8N3OP molecule.

- Highest occupied orbital energy: -8.52 eV
- Structure (SMILES): c1c[nH]c(N2OCCP2)n1
- Total energy: -776.0699 Ha
- Energy relative to the best compared isomer or geometry (same formula, charge and spin): 55.9 kcal/mol
- Frontier orbital gap: 9.420 eV
- LUMO level: 0.90 eV

```
! wB97M-V def2-TZVPD RIJCOSX def2/J DEFGRID3
* xyz 0 1
C 1.382 2.039 1.555
C 0.176 2.622 1.825
N -0.658 2.294 0.788
C 0.050 1.384 0.055
N -0.780 0.572 -1.021
O 0.141 -0.148 -1.867
C 0.461 -1.492 -1.531
C -0.316 -1.794 -0.296
P -1.751 -0.615 -0.196
N 1.282 1.191 0.480
H 2.395 2.185 1.960
H -0.165 3.328 2.499
H -1.623 2.668 0.692
H 1.482 -1.557 -1.641
H -0.002 -2.036 -2.363
H -0.509 -2.935 -0.149
H 0.337 -1.397 0.560
H -2.242 -0.999 -1.337
*
```

(14)
ORCA calculation (ωB97M-V with the def2-TZVPD basis set) on a single C5H8N4 molecule.

- Highest occupied orbital energy: -9.12 eV
- Total energy: -414.2169 Ha
- Energy relative to the best compared isomer or geometry (same formula, charge and spin): 72.3 kcal/mol
- Frontier orbital gap: 9.778 eV
- LUMO level: 0.66 eV

```
! wB97M-V def2-TZVPD RIJCOSX def2/J DEFGRID3
* xyz 0 1
C 2.891 2.066 -0.115
C 0.020 -1.535 0.899
C -0.565 -1.168 -0.476
C -0.830 0.371 -0.678
C 0.620 1.895 0.639
N 3.662 1.789 -0.933
N 0.234 -0.668 1.843
N 0.395 1.015 -0.368
N 1.935 2.402 0.726
H 0.278 -2.627 1.168
H 0.263 -1.653 -1.087
H -1.530 -1.797 -0.639
H -1.256 0.435 -1.770
H -1.644 0.932 -0.096
H -0.018 0.323 1.640
H 1.185 0.892 -1.088
H 2.123 2.946 1.649
*
```